# C45H64N2P2PtSSi2Te

A structure of composition C45H64N2P2PtSSi2Te (ωB97M-V/def2-TZVPD, the OMol25 dataset).

Positions of all 118 atoms, in Å:
Pt 0.031563 0.519285 0.018216
C -7.871231 0.024944 5.258175
S -6.533201 0.086544 4.111504
C -5.151654 -0.447721 5.090291
C -3.786078 -0.309096 4.415372
C -3.610932 -1.226366 3.200841
N -1.425280 -0.472367 2.126823
P -1.790425 0.978872 1.363228
C -3.351995 0.906910 0.481614
C -3.403492 0.347756 -0.798459
C -4.604160 0.304609 -1.491535
C -5.759679 0.820109 -0.920019
C -5.719041 1.375927 0.354521
C -4.523559 1.423957 1.052463
C -1.915572 2.359321 2.477757
C -2.404615 3.570483 1.968406
C -2.442283 4.695316 2.773924
C -1.990474 4.624568 4.088390
C -1.495394 3.428945 4.593927
C -1.448859 2.298674 3.788631
P 0.312262 -2.342189 0.737347
C -0.293678 -3.633404 1.860902
C -0.458374 -4.900961 1.358171
C -0.783532 -5.985995 2.181305
C -0.859266 -5.811258 3.590420
C -0.625116 -4.606092 4.146861
C -0.328281 -3.374671 3.346544
C -0.805051 -2.318433 -0.703541
C -2.067728 -2.897952 -0.763753
C -2.785300 -2.889425 -1.954418
C -2.256565 -2.295208 -3.095132
C -0.993799 -1.719601 -3.052418
C -0.263740 -1.757154 -1.868349
H -8.798421 0.134892 4.698423
H -7.747902 0.863168 5.956773
H -7.839386 -0.918139 5.810907
H -5.380682 -1.497295 5.330523
H -5.219135 0.112200 6.029862
H -3.081745 -0.582327 5.205796
H -3.579905 0.736257 4.170975
H -4.185725 -0.847493 2.349291
H -4.031441 -2.209309 3.435429
H -2.508227 -0.054904 -1.259552
H -4.636416 -0.121661 -2.485804
H -6.690833 0.803393 -1.472553
H -6.617655 1.798615 0.786391
H -4.493588 1.889824 2.031718
H -2.754298 3.640222 0.944101
H -2.821434 5.628704 2.378375
H -2.018970 5.506235 4.716297
H -1.134237 3.381232 5.613655
H -1.049372 1.370108 4.178950
H -0.353293 -5.074758 0.291666
H -0.958194 -6.959720 1.744568
H -1.084267 -6.661424 4.221311
H -0.635094 -4.495964 5.227316
H 0.676751 -3.031486 3.639612
H -2.485643 -3.400185 0.100934
H -3.758577 -3.362596 -1.995871
H -2.812131 -2.316692 -4.025032
H -0.554716 -1.311109 -3.954370
H 0.774206 -1.437411 -1.872055
C 3.413939 -2.659037 2.351885
N 3.466138 -1.257695 2.891535
C 3.610392 -1.281422 4.388540
C 2.375271 -0.342814 2.331597
C 0.944053 -0.597728 2.733060
C 0.564069 -0.487459 4.105703
C -0.487411 -1.167108 4.628086
C -1.298447 -2.175386 3.868834
C -2.183438 -1.554453 2.749036
C -0.066368 -0.836681 1.726045
H 4.284701 -3.191675 2.724318
H 3.415885 -2.623210 1.266897
H 2.502671 -3.130426 2.708680
H 4.329312 -0.839787 2.540986
H 2.741342 -1.769265 4.814859
H 3.710267 -0.262797 4.755215
H 4.506694 -1.850116 4.620666
H 2.475715 -0.408841 1.251673
H 2.660361 0.664688 2.643948
H 1.190165 0.086602 4.781706
H -0.668496 -1.058422 5.694496
H -1.983886 -2.653314 4.567287
H -2.294847 -2.337622 1.996828
C 4.692977 1.920084 -3.769665
Si 3.043254 1.745915 -4.578986
C 2.324981 3.376369 -5.046112
C 3.008809 0.541233 -5.960790
C 1.870493 0.915597 -3.249715
Te 1.708402 1.973446 -1.454458
C 0.223832 3.385947 -1.999868
Si 0.449527 5.065709 -1.069993
C -0.953812 6.129746 -1.574501
C 0.430461 4.601787 0.732151
C 2.092329 5.781566 -1.516368
H 5.382521 2.461007 -4.423986
H 5.142553 0.945776 -3.558887
H 4.636992 2.488873 -2.835391
H 2.916268 3.781244 -5.873768
H 2.366019 4.112607 -4.241424
H 1.294788 3.289707 -5.403415
H 3.660200 0.879295 -6.773210
H 1.998326 0.451418 -6.367917
H 3.356293 -0.448158 -5.653336
H 2.309398 -0.060573 -3.027867
H 0.860737 0.798927 -3.648581
H -0.740900 2.928752 -1.752565
H 0.311786 3.458327 -3.087732
H -1.925701 5.674966 -1.365687
H -0.899056 6.346212 -2.644564
H -0.908775 7.085732 -1.043724
H -0.336802 3.851512 0.949273
H 0.234852 5.470734 1.366423
H 1.401278 4.201030 1.042948
H 2.065096 6.269359 -2.493700
H 2.904563 5.046616 -1.525673
H 2.367518 6.543384 -0.780963

Cartesian forces (eV/Å) of the 3 atoms listed first:
Pt -0.5 0.0 0.1
C -0.1 0.0 0.1
S -0.1 0.1 -0.3

Properties
**Orbital gap (spin up / spin down)**: 4.73 / 4.27 eV
**2S+1**: 5
**F_max**: 0.64 eV/A
**Net charge**: +4
**ΔE to the lowest compared entry with this formula, charge and spin**: 92.4 kcal per mole

---

# C45H65B2Cl5F6Li2N6O8

A structure of composition C45H65B2Cl5F6Li2N6O8 in a non-equilibrium geometry (ωB97M-V/def2-TZVPD, the OMol25 dataset).

Positions of all 139 atoms, in Å:
C -4.394186 5.900493 2.268360
C -3.754779 4.905820 2.488786
C -2.828398 3.869384 2.791395
N -2.862900 3.298338 3.982578
C -1.902236 2.325151 4.133137
C -1.879466 1.663508 5.385430
B -2.907138 2.110036 6.517869
N -2.690351 3.452668 7.110199
O -3.894512 1.253452 6.933656
C -0.953895 0.665086 5.651768
C -1.010336 0.041386 6.955531
C -0.875691 -0.414475 8.059377
C -0.006573 0.294557 4.636340
C 0.993471 -0.806668 4.985575
C 0.287921 -2.169989 5.275823
C 1.929230 -0.352031 6.151888
C 3.185988 0.397874 5.592157
C 3.220975 1.884984 6.040733
C -0.017128 0.932491 3.390877
C 1.017780 0.414302 2.353608
C 1.289029 1.202216 1.072723
C 2.253347 0.459093 0.120738
C 3.744259 0.734574 0.422718
N 4.225675 1.830502 -0.445321
C -0.984349 1.962774 3.141638
N -1.013800 2.564819 1.914059
C -1.904743 3.500995 1.722876
C -1.953907 4.165217 0.363487
C -0.658903 3.672171 -0.337356
C -0.824010 2.495767 -1.258705
O -0.564625 3.849442 -1.722489
H -4.760369 6.827441 1.890914
H -3.504231 4.035851 6.938022
H -2.569201 3.328092 8.113547
H -4.170317 1.528009 7.815582
H -0.716952 -0.776578 9.046484
H 1.670359 -1.028700 4.167029
H 0.819790 -2.667213 6.084182
H -0.770641 -2.051691 5.500930
H 0.347123 -2.818731 4.389904
H 1.433310 0.358442 6.802792
H 2.245255 -1.242815 6.699756
H 3.201049 0.395149 4.505511
H 4.082095 -0.060422 6.015655
H 2.824116 2.546855 5.269307
H 4.238737 2.200452 6.275378
H 2.629248 2.057480 6.941608
H 1.966633 0.317384 2.877326
H 0.760080 -0.634078 2.077530
H 1.643802 2.207987 1.295611
H 0.355780 1.295503 0.519523
H 2.007546 -0.608398 0.074302
H 2.033731 0.846875 -0.874635
H 4.304602 -0.182085 0.243323
H 3.809591 1.072747 1.464016
H 5.044126 1.515883 -0.946270
H 4.468686 2.640062 0.105492
H -2.797673 3.826278 -0.231322
H -1.881787 5.249763 0.396631
H 0.253225 3.709070 0.248276
H -1.844480 2.196421 -1.461944
H 0.023690 1.837915 -1.401482
C -0.939423 3.842295 -5.275679
Cl -1.575290 5.022144 -6.423787
Cl -1.953346 2.392460 -5.248659
Cl 0.723393 3.411602 -5.669211
H -0.957423 4.282824 -4.285769
C 1.479254 -6.111766 4.187429
Cl 2.406238 -5.218110 5.439462
Cl 0.661323 -5.016143 3.094317
H 2.175695 -6.718964 3.621517
H 0.750689 -6.735948 4.691188
F -4.057226 5.824095 -0.238065
C 0.475813 -1.350138 -4.693831
C -0.328468 -0.709076 -3.594953
O 0.426103 -1.040511 -2.429315
C 1.725720 -1.162690 -2.833492
O 2.656677 -1.176114 -2.088806
O 1.809816 -1.262506 -4.161693
F -1.573476 -1.250109 -3.478953
H 0.211747 -2.399237 -4.842894
H 0.398652 -0.830813 -5.642927
H -0.418905 0.376222 -3.665886
C 5.246369 -2.931721 -3.243000
C 6.627674 -3.554546 -3.411213
C 6.354857 -5.012030 -3.064678
O 5.008698 -5.278589 -3.452877
C 4.341983 -4.038169 -3.756169
H 5.114419 -1.998217 -3.785744
H 5.045806 -2.742323 -2.185103
H 6.950313 -3.468485 -4.451048
H 7.394283 -3.105779 -2.779011
H 6.443380 -5.185113 -1.983643
H 7.023146 -5.703987 -3.580898
H 4.210323 -3.971490 -4.839013
H 3.357823 -4.031015 -3.286700
Li -1.238722 -0.431913 2.034224
B 2.819134 -0.869925 -7.530464
F 1.402965 -0.854303 -7.372768
F 3.127375 -1.273363 -8.836938
F 3.321587 0.416195 -7.283958
F 3.363317 -1.786538 -6.605932
C -7.006165 4.706511 7.519142
C -6.199325 4.498832 6.406600
C -5.680474 5.580597 5.710502
C -5.984052 6.859379 6.144503
C -6.791811 7.085100 7.243503
C -7.303976 5.997655 7.934667
N -5.428028 8.005408 5.407934
O -4.741609 7.747082 4.444165
O -5.698850 9.121897 5.803369
H -7.406471 3.859573 8.062228
H -5.974682 3.491353 6.078460
H -5.054950 5.422197 4.839784
H -7.023130 8.090634 7.562944
H -7.936298 6.157845 8.797186
C -1.649976 -6.799627 -7.150980
C -1.898425 -5.438089 -7.784658
N -0.854174 -4.476522 -7.499673
C -1.211142 -3.109437 -7.847115
C -1.451279 -2.778769 -9.322772
C 0.498269 -4.878214 -7.858481
C 0.774410 -5.248896 -9.319801
H -1.483569 -6.704295 -6.076553
H -2.519440 -7.442224 -7.303580
H -0.789890 -7.305763 -7.591177
H -2.837283 -5.046839 -7.382012
H -2.057782 -5.576777 -8.866235
H -0.441139 -2.438834 -7.459913
H -2.121070 -2.853178 -7.290532
H -0.519166 -2.731540 -9.882736
H -1.917631 -1.794640 -9.402376
H -2.117415 -3.496096 -9.806274
H 0.771858 -5.734851 -7.234433
H 1.187745 -4.087017 -7.554565
H 0.005822 -5.904614 -9.735112
H 1.726363 -5.779939 -9.386286
H 0.858418 -4.368850 -9.954267
Li 4.851354 -5.004141 6.167055

Cartesian forces (eV/Å) of the 3 atoms listed first:
C 0.6 -0.2 -0.7
C 0.2 -0.1 0.9
C -1.1 0.7 0.1

Properties
**Orbital gap**: 1.78 eV
**F_max**: 2.77 eV/A

---

# C45H65Cl2F9N9O5S

A structure of composition C45H65Cl2F9N9O5S in a non-equilibrium geometry (ωB97M-V/def2-TZVPD, the OMol25 dataset).

Positions of all 136 atoms, in Å:
C 2.884476 -4.867572 0.335876
C 2.462829 -3.744810 1.376082
C 2.916895 -2.315855 0.833910
C 3.243203 -1.407837 2.058408
O 2.566788 -1.687976 3.287562
C 1.188797 -1.380210 3.300587
Cl 0.820510 -0.768500 4.996917
C 0.643914 -0.313995 2.279591
C -0.329843 -1.020746 1.277203
O -1.318333 -1.798994 1.990709
C -2.114510 -2.476381 1.066082
C -1.635413 -3.609379 0.297428
C -2.447212 -4.337185 -0.636242
C -1.825298 -5.521410 -1.431206
C -3.828741 -3.967623 -0.835365
C -4.331703 -2.826317 -0.082353
C -3.502855 -2.086772 0.860127
C -4.164261 -0.888697 1.613179
C -3.888763 0.474244 0.821359
C -5.719171 -1.011580 1.775881
N 1.668496 0.625184 1.662816
Cl 1.437182 0.688975 -0.101858
S 1.396145 2.342964 2.121898
O 2.508978 3.196972 1.762259
O 1.208597 2.491381 3.552475
C -0.104911 3.102172 1.315066
F -1.086911 2.229919 0.951785
F -0.680008 3.879403 2.279726
C 0.186031 4.121603 0.132011
F 1.150431 3.742885 -0.739889
F 0.663301 5.257664 0.749347
C -1.092895 4.583141 -0.657854
F -2.115617 4.990901 0.138708
F -0.713779 5.706206 -1.363460
C -1.678930 3.563310 -1.714345
F -1.014330 2.396306 -1.848287
F -1.828066 4.111306 -2.942479
F -2.942526 3.241076 -1.302422
C 3.114249 0.175629 1.856641
C 3.750590 0.727785 3.220366
C 4.124288 0.569910 0.717791
C 5.661347 0.530907 1.157680
C 6.466449 0.768998 -0.208540
C 7.720974 -0.215566 -0.327187
C 7.638325 -1.039540 -1.675502
O 6.998672 -2.292690 -1.390361
C 5.793643 -2.490880 -2.132282
H 3.965816 -5.094968 0.538780
H 2.347729 -5.827656 0.517495
H 2.837088 -4.520284 -0.722827
H 1.378195 -3.791739 1.620676
H 3.111793 -3.937271 2.269051
H 2.225629 -1.925797 0.057181
H 3.885949 -2.528366 0.305582
H 4.327538 -1.564786 2.283955
H 0.657286 -2.364818 3.261238
H -0.035111 0.354371 2.880272
H -0.967891 -0.316117 0.673529
H 0.146424 -1.713366 0.545956
H -0.583269 -3.935638 0.451226
H -2.155479 -5.386738 -2.496846
H -0.707685 -5.450271 -1.454336
H -2.189510 -6.521524 -1.105368
H -4.454673 -4.551634 -1.534731
H -5.398914 -2.584136 -0.258851
H -3.700076 -0.865042 2.634442
H -4.814309 1.101000 0.748178
H -3.167111 1.070355 1.434703
H -3.516138 0.242675 -0.203622
H -6.274547 -1.066063 0.808907
H -6.002032 -1.842405 2.472213
H -6.081512 -0.068532 2.271652
H 4.204350 1.739207 3.085088
H 3.006890 0.716047 4.058806
H 4.581813 0.072495 3.573831
H 4.009604 1.619716 0.336191
H 4.101763 -0.115959 -0.170760
H 5.984019 -0.469876 1.516580
H 5.943072 1.381455 1.811753
H 6.841503 1.821844 -0.201740
H 5.836788 0.589647 -1.110240
H 7.809284 -0.898478 0.546159
H 8.640627 0.419344 -0.429612
H 8.666599 -1.289508 -2.058435
H 7.147217 -0.438627 -2.478510
H 5.046362 -2.933781 -1.416056
H 5.894993 -3.255845 -2.951610
H 5.329450 -1.558279 -2.521388
C -4.525893 5.563862 -3.355107
C -5.935622 5.398539 -3.770220
N -7.026924 5.270661 -4.090805
H -4.186985 6.573357 -3.588318
H -4.433765 5.395973 -2.282188
H -3.899840 4.847482 -3.882626
C 4.017698 -8.608163 1.292885
C 3.771823 -7.429371 2.151390
N 3.581502 -6.516616 2.816301
H 4.626361 -8.320943 0.436001
H 4.541304 -9.376007 1.860866
H 3.069780 -9.011321 0.938104
C -7.503762 -5.582976 -2.747979
C -7.267474 -4.750680 -1.547893
N -7.084532 -4.106059 -0.618609
H -6.706456 -5.422067 -3.472991
H -7.525326 -6.635813 -2.469192
H -8.457049 -5.314793 -3.201558
C -2.446820 8.120841 -0.521746
C -3.298669 9.329434 -0.559554
N -3.958413 10.264423 -0.588929
H -3.009457 7.285183 -0.108981
H -2.119413 7.867462 -1.529219
H -1.571786 8.303494 0.101399
C -9.217113 0.863710 2.590944
C -9.085737 -0.454922 1.933176
N -9.001120 -1.480067 1.422520
H -8.953161 0.779368 3.644598
H -8.552985 1.583377 2.113240
H -10.244077 1.217240 2.508100
C 1.158755 4.676138 5.839902
C 0.644926 4.646567 7.226570
N 0.246647 4.623569 8.299769
H 2.222481 4.912216 5.843979
H 1.011545 3.706833 5.371742
H 0.628047 5.434410 5.264530
C 5.117794 -0.739931 -6.053224
C 4.213209 -0.903896 -4.894754
N 3.512462 -1.030852 -3.997041
H 4.831626 -1.430059 -6.845865
H 5.055692 0.280538 -6.429098
H 6.144438 -0.947850 -5.752727
C -1.477950 4.275189 -6.147630
C -2.052315 4.292834 -7.510349
N -2.496530 4.306589 -8.565195
H -0.473125 4.695991 -6.163981
H -2.099806 4.865701 -5.476390
H -1.428956 3.250756 -5.779540

Cartesian forces (eV/Å) of the 3 atoms listed first:
C 0.5 0.4 0.5
C 1.2 -0.1 -0.9
C 0.1 -1.5 0.4

Properties
**Orbital gap**: 5.62 eV
**F_max**: 7.22 eV/A
**Net charge**: +1

---

- Which formula does entry 1 have?
  C45H64N2P2PtSSi2Te